DFT (ωB97M-V with the def2-TZVPD basis set) results for a structure of composition C16H46CuFN10O8 in a non-equilibrium geometry.

## Properties
Orbital gap (spin up / spin down), eV: 9.02 / 5.35
Net charge: +1
Multiplicity: 2
HOMO energy (spin up / spin down), eV: -10.82 / -10.81
Relative energy (zero: lowest compared OMol25 entry of this formula, charge and spin), kJ/mol: 24.5
Electronic energy, Ha: -3526.83563

Each line ends with the Löwdin charge.
Atoms and positions in Å:
1 Cu 0.407 -0.536 1.626  0.478
2 F 0.409 0.809 0.422  -0.478
3 C -0.801 3.952 -1.747  -0.565
4 O -1.995 3.905 -1.268  -0.072
5 N 0.183 3.075 -1.331  0.167
6 N -0.427 4.833 -2.752  0.155
7 H -0.132 2.189 -0.998  0.062
8 H 1.012 3.104 -1.933  0.089
9 H 0.539 5.002 -2.949  0.095
10 H -1.055 5.588 -2.952  0.099
11 C 0.110 -3.030 2.920  -0.630
12 O -0.078 -1.852 2.748  -0.030
13 N 0.100 -3.969 1.939  0.181
14 N 0.296 -3.586 4.141  0.207
15 H -0.440 -3.741 1.046  0.108
16 H 0.060 -4.976 2.104  0.126
17 H 0.143 -4.527 4.179  0.072
18 H 0.377 -3.008 4.952  0.125
19 C 3.592 1.961 -0.855  -0.613
20 O 2.908 1.648 -1.853  -0.050
21 N 2.940 1.954 0.359  0.145
22 N 4.972 2.154 -0.856  0.157
23 H 3.384 2.110 1.269  0.106
24 H 2.015 1.490 0.521  0.049
25 H 5.452 1.682 -0.119  0.091
26 H 5.296 1.920 -1.778  0.097
27 C 2.805 -1.545 -0.207  -0.606
28 O 2.896 -0.839 0.862  -0.073
29 N 2.615 -2.882 -0.022  0.137
30 N 2.922 -1.158 -1.507  0.197
31 H 2.669 -3.586 -0.788  0.122
32 H 2.506 -3.225 0.906  0.079
33 H 2.891 -0.154 -1.708  0.061
34 H 2.451 -1.658 -2.213  0.079
35 C -0.969 6.763 1.822  -0.033
36 O -1.888 6.061 2.707  -0.166
37 C -3.132 5.908 2.218  -0.256
38 C -3.329 4.560 1.514  -0.096
39 N -2.736 3.545 2.339  0.164
40 C -1.741 2.583 1.925  -0.083
41 C -0.339 3.182 2.255  -0.159
42 O -0.310 3.458 3.673  -0.180
43 C 0.988 3.289 4.090  -0.122
44 H -1.155 6.589 0.770  0.090
45 H 0.074 6.585 2.107  0.097
46 H -1.134 7.803 2.060  0.090
47 H -3.437 6.638 1.425  0.151
48 H -3.867 6.028 2.988  0.126
49 H -3.020 4.443 0.464  0.105
50 H -4.424 4.379 1.578  0.164
51 H -2.778 3.762 3.314  0.157
52 H -1.689 2.435 0.816  0.127
53 H -1.894 1.662 2.528  0.148
54 H -0.172 4.076 1.692  0.111
55 H 0.387 2.393 1.985  0.092
56 H 1.366 2.301 3.818  0.092
57 H 0.915 3.480 5.179  0.114
58 H 1.635 4.019 3.685  0.079
59 C -3.426 -3.929 0.578  -0.115
60 O -2.160 -4.107 -0.003  -0.248
61 C -1.826 -2.883 -0.740  -0.224
62 C -0.635 -2.998 -1.567  -0.197
63 N -0.658 -4.269 -2.329  -0.033
64 C 0.316 -4.339 -3.398  -0.229
65 C 0.165 -5.637 -4.092  -0.311
66 O 0.980 -5.664 -5.174  -0.161
67 C 1.164 -6.979 -5.613  -0.101
68 H -3.372 -3.134 1.421  0.115
69 H -3.789 -4.914 0.971  0.105
70 H -4.017 -3.545 -0.268  0.081
71 H -1.753 -2.075 -0.023  0.102
72 H -2.809 -2.620 -1.300  0.149
73 H 0.299 -2.979 -1.015  0.085
74 H -0.728 -2.222 -2.323  0.136
75 H -0.544 -5.029 -1.742  0.077
76 H 1.413 -4.120 -3.165  0.133
77 H 0.092 -3.599 -4.168  0.126
78 H -0.894 -5.719 -4.387  0.146
79 H 0.378 -6.395 -3.393  0.106
80 H 1.877 -6.952 -6.428  0.091
81 H 0.245 -7.228 -6.155  0.090
82 H 1.302 -7.710 -4.795  0.100

---

DFT (ωB97M-V with the def2-TZVPD basis set) results for a cluster of 6 separate species, C16H47N3O6 in total in a non-equilibrium geometry.

## Properties
Orbital gap, eV: 9.38
SMILES: COC[C@H](C)N.COC[C@H](C)N.COC[C@H](C)N.CCO.CCO.O
HOMO energy, eV: -9.01
Relative energy (zero: lowest compared OMol25 entry of this formula, charge and spin), kJ/mol: 297.2
Electronic energy, Ha: -1253.34326

Each line ends with the Löwdin charge.
Atoms and positions in Å:
1 C 5.159 -2.308 4.196  -0.104
2 O 4.872 -1.451 5.284  -0.229
3 C 6.010 -0.764 5.848  -0.171
4 C 5.406 0.070 7.047  -0.420
5 C 4.403 1.131 6.556  -0.069
6 N 6.446 0.737 7.795  0.021
7 H 5.432 -1.616 3.400  0.087
8 H 4.250 -2.830 3.895  0.085
9 H 5.905 -3.030 4.529  0.085
10 H 6.712 -1.513 6.212  0.113
11 H 6.515 -0.157 5.096  0.119
12 H 4.851 -0.591 7.713  0.135
13 H 4.101 1.887 7.280  0.072
14 H 3.481 0.671 6.201  0.072
15 H 4.835 1.765 5.782  0.074
16 H 6.902 1.429 7.217  0.068
17 H 7.224 0.121 7.983  0.064
18 C 2.324 -5.151 -4.332  -0.148
19 O 0.990 -5.173 -4.797  -0.190
20 C 0.041 -5.674 -3.732  -0.148
21 C -1.267 -6.135 -4.359  -0.436
22 C -1.078 -7.303 -5.401  -0.051
23 N -1.921 -5.086 -5.071  0.020
24 H 2.526 -4.459 -3.514  0.081
25 H 2.964 -4.795 -5.139  0.082
26 H 2.769 -6.114 -4.083  0.081
27 H 0.491 -6.522 -3.217  0.110
28 H -0.072 -4.955 -2.920  0.117
29 H -1.982 -6.417 -3.586  0.128
30 H -0.557 -8.188 -5.038  0.068
31 H -0.427 -6.932 -6.193  0.070
32 H -2.020 -7.677 -5.801  0.073
33 H -1.664 -4.161 -4.759  0.074
34 H -1.659 -5.067 -6.046  0.068
35 C -4.385 5.813 -5.760  -0.146
36 O -3.763 4.851 -6.490  -0.181
37 C -3.608 3.550 -5.999  -0.205
38 C -3.003 3.304 -4.631  -0.453
39 C -1.560 3.894 -4.509  -0.060
40 N -2.907 1.921 -4.227  0.039
41 H -3.808 6.110 -4.885  0.083
42 H -5.389 5.496 -5.478  0.091
43 H -4.546 6.633 -6.459  0.095
44 H -4.640 3.200 -6.029  0.124
45 H -3.069 2.902 -6.690  0.130
46 H -3.584 3.886 -3.915  0.128
47 H -0.944 3.557 -5.342  0.081
48 H -1.132 3.736 -3.519  0.075
49 H -1.616 4.980 -4.583  0.062
50 H -2.035 1.647 -4.656  0.064
51 H -2.678 1.952 -3.243  0.072
52 C -0.998 -1.234 3.497  -0.089
53 C -0.354 -0.585 2.221  -0.288
54 O -1.413 0.046 1.518  -0.100
55 H -1.636 -2.068 3.205  0.065
56 H -1.436 -0.534 4.209  0.068
57 H -0.238 -1.674 4.143  0.058
58 H 0.216 -1.238 1.560  0.111
59 H 0.244 0.225 2.639  0.100
60 H -1.555 0.920 1.888  0.078
61 C -1.270 5.593 4.489  -0.090
62 C -2.387 5.320 3.466  -0.344
63 O -1.730 4.998 2.290  -0.075
64 H -0.491 6.216 4.049  0.068
65 H -0.771 4.647 4.698  0.070
66 H -1.605 6.034 5.428  0.068
67 H -3.092 6.138 3.315  0.109
68 H -2.947 4.483 3.884  0.107
69 H -1.635 5.845 1.849  0.088
70 O -5.590 -1.337 1.015  -0.052
71 H -4.649 -1.275 1.181  0.021
72 H -5.955 -1.691 1.826  0.027

---

DFT (ωB97M-V with the def2-TZVPD basis set) results for a structure of composition C16H48AlFO8 in a non-equilibrium geometry.

## Properties
Orbital gap, eV: 2.81
Net charge: +2
HOMO energy, eV: -15.46
Relative energy (zero: lowest compared OMol25 entry of this formula, charge and spin), kJ/mol: 70.9
Electronic energy, Ha: -1581.76219

Each line ends with the Löwdin charge.
Atoms and positions in Å:
1 Al 0.735 2.951 0.683  1.325
2 F -0.011 0.178 0.293  -0.415
3 C -3.450 2.856 -1.286  -0.060
4 C -2.967 1.940 -0.192  -0.263
5 O -2.290 2.735 0.813  -0.130
6 H -4.039 2.297 -2.023  0.092
7 H -2.626 3.239 -1.894  0.066
8 H -4.066 3.699 -0.976  0.090
9 H -2.215 1.248 -0.563  0.076
10 H -3.800 1.461 0.332  0.137
11 H -2.962 3.230 1.296  0.103
12 C -2.381 1.539 4.179  -0.057
13 C -1.143 1.082 3.402  -0.307
14 O -0.213 2.158 3.307  -0.142
15 H -3.000 2.193 3.564  0.067
16 H -2.160 1.998 5.144  0.088
17 H -3.031 0.710 4.474  0.087
18 H -1.409 0.681 2.428  0.076
19 H -0.716 0.268 3.999  0.122
20 H -0.040 2.425 4.218  0.111
21 C 2.389 -3.999 0.645  -0.046
22 C 1.470 -2.873 0.201  -0.294
23 O 1.582 -1.774 1.051  -0.046
24 H 2.128 -4.386 1.633  0.089
25 H 3.426 -3.669 0.682  0.082
26 H 2.270 -4.887 0.024  0.090
27 H 0.427 -3.235 0.184  0.131
28 H 1.660 -2.602 -0.852  0.124
29 H 0.921 -1.091 0.780  0.037
30 C 4.377 -0.371 2.814  -0.043
31 C 3.811 0.892 2.221  -0.266
32 O 2.404 0.828 2.076  -0.061
33 H 4.106 -1.234 2.200  0.074
34 H 4.017 -0.491 3.837  0.097
35 H 5.466 -0.361 2.862  0.099
36 H 4.228 1.023 1.210  0.117
37 H 4.102 1.772 2.796  0.134
38 H 2.186 -0.051 1.720  0.058
39 C -0.404 2.314 -4.441  -0.036
40 C 0.373 2.720 -3.193  -0.269
41 O -0.216 2.189 -2.028  -0.121
42 H -0.547 1.233 -4.526  0.073
43 H 0.012 2.627 -5.398  0.096
44 H -1.420 2.714 -4.376  0.087
45 H 0.592 3.784 -3.124  0.130
46 H 1.366 2.243 -3.287  0.115
47 H -0.293 1.229 -2.174  0.056
48 C -3.531 -3.106 2.026  -0.054
49 C -2.314 -2.224 1.889  -0.251
50 O -2.427 -1.472 0.674  -0.024
51 H -3.685 -3.788 1.189  0.089
52 H -4.457 -2.534 2.096  0.089
53 H -3.448 -3.678 2.950  0.090
54 H -1.337 -2.716 1.848  0.125
55 H -2.313 -1.481 2.700  0.116
56 H -1.719 -0.808 0.623  0.037
57 C 4.244 -0.494 -1.553  -0.051
58 C 2.842 0.061 -1.730  -0.288
59 O 2.751 1.329 -1.073  -0.152
60 H 4.475 -0.489 -0.483  0.065
61 H 4.990 0.156 -2.019  0.089
62 H 4.417 -1.508 -1.912  0.092
63 H 2.162 -0.649 -1.264  0.074
64 H 2.623 0.180 -2.795  0.121
65 H 3.308 1.909 -1.609  0.102
66 C -1.991 -1.551 -3.912  -0.051
67 C -1.751 -1.409 -2.434  -0.263
68 O -0.603 -0.612 -2.131  -0.080
69 H -1.123 -1.960 -4.425  0.093
70 H -2.373 -0.599 -4.283  0.082
71 H -2.788 -2.283 -4.050  0.093
72 H -1.552 -2.399 -1.991  0.139
73 H -2.543 -0.869 -1.902  0.118
74 H -0.507 -0.443 -1.163  0.025